This record from OMol25 describes a structure of composition C38H61As3CsI2N8O9 in a non-equilibrium geometry. The level of theory is wB97M-V/def2-TZVPD.

Summary:
**HOMO level**: -4.86 eV
**Gap between HOMO and LUMO**: 5.753 eV
**Relative energy (zero: lowest compared OMol25 entry of this formula, charge and spin)**: 150.3 kJ/mol

Geometry as ORCA input:
```
! RIJCOSX wB97M-V def2-TZVPD def2/J DEFGRID3
* xyz -1 1
Cs 13.15236 13.76935 13.97013
I 7.51710 17.96628 17.91513
C 8.37576 16.33033 16.97925
C 8.83546 16.53726 15.69625
C 9.32691 15.48252 14.94636
I 9.50330 15.70592 12.83637
C 9.53070 14.18630 15.47737
O 10.06720 13.18839 14.87197
C 9.07314 14.01502 16.82593
C 9.35714 12.69120 17.46075
N 10.78614 12.39642 17.74486
C 11.37622 13.32829 18.68959
C 12.86617 13.11066 18.67168
C 13.62351 13.09985 19.82135
C 14.94015 12.65987 19.68423
C 15.49989 12.32684 18.44171
C 14.69033 12.44707 17.36226
N 13.35847 12.85286 17.44994
C 8.44883 15.06924 17.50687
H 8.69318 17.51724 15.22208
H 8.95494 11.84880 16.87437
H 8.78757 12.62455 18.41062
H 11.39390 12.34626 16.93982
H 11.01279 13.09545 19.70239
H 11.28297 14.36552 18.31567
H 13.21228 13.30538 20.75985
H 15.52194 12.59384 20.65734
H 16.51569 12.04879 18.31909
H 15.15080 12.28477 16.34710
H 8.03534 14.85273 18.46390
C 10.02020 10.12901 13.35685
As 8.98480 11.66797 12.61537
C 7.33723 11.49492 13.73698
C 8.29887 10.60929 11.05647
C 8.74183 11.12858 9.68986
C 8.03376 10.22123 8.57186
C 10.24015 10.96999 9.35864
As 11.55387 11.72284 10.57107
C 11.93088 13.43384 9.74423
C 13.10691 10.89201 9.85637
C 8.24092 12.58735 9.54094
As 8.22197 13.24232 7.68743
C 6.51656 12.66318 6.95118
C 7.65873 15.12617 8.05957
H 9.31855 9.24134 13.49742
H 10.35050 10.44328 14.35495
H 10.88379 9.89814 12.71777
H 6.81008 10.58768 13.58170
H 6.67130 12.30288 13.57171
H 7.66071 11.59562 14.76323
H 7.17382 10.50837 11.09072
H 8.66846 9.58030 11.09632
H 8.46229 9.21496 8.70183
H 8.28686 10.57422 7.55845
H 6.95080 10.15690 8.72334
H 10.43958 11.24768 8.31815
H 10.35024 9.88602 9.41717
H 12.14326 13.38811 8.64574
H 12.79383 13.96471 10.21350
H 11.09811 14.13580 9.80850
H 13.13632 10.90898 8.73136
H 13.16760 9.87658 10.20538
H 13.96472 11.49834 10.21564
H 8.89980 13.28883 10.06483
H 7.22279 12.68876 9.88718
H 6.60464 11.73277 6.44256
H 6.19737 13.41377 6.21226
H 5.72868 12.60682 7.66983
H 8.34009 15.58937 8.75847
H 6.70307 15.21631 8.56578
H 7.65055 15.69785 7.11894
O 15.08638 11.84692 12.82636
H 15.63701 12.42444 13.38032
H 14.99938 11.02990 13.36253
C 16.86412 8.95373 14.41914
N 16.15620 8.91526 15.67897
C 16.99574 9.35212 16.77595
C 14.79766 9.26686 15.69165
N 14.22815 9.82736 14.69848
N 14.09877 8.73488 16.80228
C 14.32271 7.35892 17.14344
C 12.74072 9.21910 16.88315
H 17.85066 8.53161 14.51281
H 17.05076 10.00947 14.13362
H 16.32240 8.32843 13.70632
H 17.46591 10.34670 16.63426
H 17.78570 8.63656 16.86673
H 16.40857 9.32725 17.65826
H 13.22076 9.86162 14.78798
H 15.36292 7.18786 17.39073
H 13.92839 6.70673 16.32273
H 13.67780 7.18289 17.96469
H 12.04314 8.65544 16.23256
H 12.69144 10.28971 16.64053
H 12.33972 9.04759 17.87735
C 18.93870 14.81057 12.46465
C 18.21796 13.96472 11.48024
N 18.08673 12.63002 11.85068
O 17.85259 14.35289 10.42646
H 19.06060 15.78028 12.02276
H 19.94687 14.36719 12.67551
H 18.46616 14.93691 13.42819
H 18.15976 12.39739 12.87668
H 17.45420 12.06922 11.30663
O 16.13032 13.65389 14.61815
C 17.19388 13.28505 15.16749
O 17.98264 12.37796 14.87679
C 17.58403 14.09183 16.48914
C 16.82447 14.94352 17.20768
C 17.30568 15.50954 18.39050
C 18.57835 15.23773 18.83938
C 19.32912 14.37830 18.09787
C 18.87874 13.84142 16.91558
N 20.66915 13.91668 18.58503
O 21.30959 13.29903 17.74743
O 21.06599 14.19096 19.70206
N 16.40747 16.31694 19.26279
O 15.20639 16.30668 19.04073
O 17.03801 16.90096 20.15046
H 15.82070 15.20555 16.87729
H 18.93512 15.61247 19.81013
H 19.40429 13.17856 16.22925
*
```